1.
65
Properties=species:S:1:pos:R:3:forces:R:3:lowdin_charge:R:1 method="wB97M-V/def2-TZVPD" homo_lumo_gap_ev="6.24 / 6.02" s_squared=6.049 multiplicity=5 total_charge=0 de_lowest_kj_mol=0.0
Pt 0.06176 2.44844 1.25130 0.0 0.0 0.0 0.7583
S 2.80288 -2.58266 5.51342 0.0 0.0 0.0 0.6167
C 2.34046 -1.34921 4.56069 0.0 0.0 0.0 -1.4685
S 2.72602 -1.25151 2.87283 0.0 0.0 0.0 0.9475
C 1.87677 0.21711 2.52623 0.0 0.0 0.0 -1.1098
C 1.23809 0.82459 3.62249 0.0 -0.1 0.0 -1.1306
S 0.34530 2.26818 3.55489 0.0 0.0 0.0 0.5452
S 1.38904 -0.00995 5.12465 0.0 0.0 0.0 0.9419
S 1.81605 0.79845 0.94840 0.0 0.0 0.0 0.6516
N -0.26996 3.49974 -2.90224 0.0 0.0 0.0 0.1225
C -0.67727 2.36101 -3.59919 0.0 0.0 0.0 -0.2289
C -0.42015 2.24086 -4.96385 0.0 0.0 0.0 -0.0169
C -0.81236 1.10531 -5.64677 0.0 0.0 0.0 -0.0680
C -1.45397 0.06198 -4.98766 0.0 0.0 0.0 -0.0699
C -1.71963 0.17440 -3.63575 0.0 0.0 0.0 -0.0687
C -1.34013 1.32100 -2.95323 0.0 0.0 0.0 -0.2915
S -1.80258 1.52930 -1.25757 0.0 0.0 0.0 1.0812
N -0.57149 2.53129 -0.76532 0.0 0.0 0.0 -0.3627
C 0.03386 3.44000 -1.55420 0.0 0.0 0.0 -0.3349
C 0.96306 4.31030 -0.95253 0.0 0.0 0.0 -0.2229
C 1.68348 5.33444 -1.62033 0.0 0.0 0.0 -0.0224
C 2.55496 6.11757 -0.91800 0.0 0.0 0.0 -0.0737
C 2.73678 5.90671 0.46159 0.0 0.0 0.0 -0.0673
C 2.01604 4.89871 1.06190 0.0 0.0 0.0 -0.1371
N 1.15929 4.12728 0.39627 0.0 0.0 0.0 -0.0760
H 0.25262 4.16678 -3.44373 0.0 0.0 0.0 0.1251
H 0.10216 3.03824 -5.47912 0.0 0.0 0.0 0.1158
H -0.60444 1.02798 -6.70574 0.0 0.0 0.0 0.1096
H -1.75222 -0.82652 -5.52569 0.0 0.0 0.0 0.1089
H -2.23086 -0.61440 -3.10137 0.0 0.0 0.0 0.0984
H 1.54667 5.50750 -2.67949 0.0 0.0 0.0 0.1014
H 3.10442 6.89940 -1.42536 0.0 0.0 0.0 0.1081
H 3.42203 6.50484 1.04242 0.0 0.0 0.0 0.1003
H 2.11926 4.67740 2.11747 0.0 0.0 0.0 0.1053
N -5.74004 -0.97391 1.28373 0.0 0.0 0.0 0.1791
C -4.39791 -1.10763 1.43540 0.0 0.0 0.0 -0.4810
O -3.90753 -1.63420 2.41954 0.0 0.0 0.0 0.0713
C -3.58081 -0.58746 0.30267 0.0 0.0 0.0 -0.0953
C -2.23993 -0.33517 0.38379 -0.1 0.1 0.0 -0.4072
N -1.42027 0.14495 -0.57576 0.0 0.0 0.0 -0.1670
C -4.23039 -0.35008 -0.94338 0.0 0.0 -0.1 -0.2381
N -4.78249 -0.19637 -1.94401 0.0 0.0 0.0 0.1727
H -6.32755 -1.32569 2.01896 0.0 0.0 0.0 0.1155
H -6.15497 -0.52318 0.48790 0.0 0.0 0.0 0.0931
C 1.38019 -5.61237 2.46559 0.0 0.0 0.0 -0.0198
C 1.74627 -4.57246 1.44843 0.0 0.0 0.0 -0.1971
C 3.04745 -4.40650 1.00806 0.0 0.0 0.0 -0.0732
C 3.36280 -3.41337 0.08959 0.0 0.0 0.0 -0.6886
Cl 5.01540 -3.21795 -0.42284 0.0 0.0 0.0 0.6522
C 2.39152 -2.56590 -0.39510 0.0 0.0 0.0 -0.1356
C 1.07535 -2.71798 0.03488 0.0 0.0 0.0 -0.0206
C 0.75873 -3.72027 0.93799 0.0 0.0 0.0 -0.2284
O -0.50980 -3.96868 1.39172 0.0 0.0 0.0 -0.0116
C -1.47675 -2.97501 1.18413 -0.1 0.0 0.0 -0.0783
C -1.16901 -1.74988 2.03234 0.2 0.0 -0.1 -0.4104
O -0.52914 -1.78696 3.03524 -0.1 0.0 0.0 0.1578
O -1.58159 -0.53441 1.56696 0.0 0.0 0.0 0.0689
H 2.26277 -6.16407 2.78461 0.0 0.0 0.0 0.0807
H 0.65117 -6.31672 2.06239 0.0 0.0 0.0 0.0880
H 0.92310 -5.14519 3.33914 0.0 0.0 0.0 0.0883
H 3.83105 -5.04480 1.39536 0.0 0.0 0.0 0.1148
H 2.64645 -1.78126 -1.09371 0.0 0.0 0.0 0.1032
H 0.33232 -2.02902 -0.34611 0.0 0.0 0.0 0.0997
H -2.42354 -3.36971 1.54890 0.0 0.0 0.0 0.1451
H -1.58878 -2.72327 0.12619 0.0 0.0 0.0 0.1341

2.
54
Properties=species:S:1:pos:R:3:forces:R:3:lowdin_charge:R:1 method="wB97M-V/def2-TZVPD" homo_lumo_gap_ev=7.45 total_charge=+1 de_lowest_kj_mol=293.9
N 2.15772 -0.34174 -1.17931 -1.6 1.3 -1.6 -0.1819
S 1.94840 -0.69682 -2.91250 -0.6 0.8 0.3 1.0558
N 2.79242 0.57320 -3.79382 -1.2 0.3 1.6 -0.1935
C 0.08451 -0.37108 -3.18008 -1.3 1.6 -0.5 -0.3387
C -0.84716 -1.69165 -2.90468 0.9 -1.0 -1.0 -0.2188
C -2.45696 -1.39918 -2.80062 -0.3 -0.3 0.8 -0.1735
C -2.86303 0.01060 -2.06896 -1.7 -0.4 0.5 -0.1880
N -2.72695 1.24335 -2.94817 0.9 1.4 -0.4 -0.2106
C -2.92800 1.19943 -4.44687 1.8 5.9 2.0 -0.0491
C -2.61963 2.74169 -4.90951 0.0 -2.7 3.7 -0.0688
C -2.24284 3.62639 -3.57155 -1.0 -5.1 0.3 -0.0616
C -2.33025 2.58582 -2.29876 -0.4 0.6 -6.3 -0.0405
H 1.21048 -0.60720 -0.77900 1.2 0.2 -0.1 0.0337
H 2.13082 0.72098 -1.15717 0.0 -1.4 0.3 0.0783
H 2.12876 1.35417 -4.05289 0.8 -1.0 0.5 0.0846
H 3.49084 0.96228 -3.11047 -0.6 -0.5 -1.0 0.0765
H -0.15573 0.55128 -2.47117 0.4 -2.0 -1.3 0.1063
H -0.08646 0.03869 -4.28357 0.6 -1.0 2.2 0.1261
H -0.40942 -2.31917 -1.98971 -1.2 1.6 -1.7 0.1163
H -0.70081 -2.40561 -3.85016 -0.2 1.5 2.1 0.1346
H -3.00990 -1.52474 -3.85003 1.5 0.5 2.3 0.1209
H -2.91339 -2.26790 -2.12072 1.0 1.9 -1.5 0.1275
H -4.02418 -0.07291 -1.80790 2.5 0.0 -0.5 0.1426
H -2.32974 0.18026 -1.01649 -0.8 -0.4 -2.5 0.1246
H -3.22576 0.26208 -5.08104 0.6 2.1 1.7 0.1075
H -2.66396 3.03812 -6.05060 0.1 -0.4 2.8 0.0869
H -1.95825 4.77166 -3.55080 -0.7 -2.8 0.0 0.0888
H -2.12297 2.77253 -1.15642 -0.6 -0.8 -2.7 0.1112
C -2.37431 -2.49484 3.30845 -0.3 -0.4 0.1 0.0017
C -2.00330 -1.47712 2.24426 -0.9 -0.9 0.7 -0.3318
C -1.18136 -2.02549 1.11566 -0.4 -0.9 -0.4 -0.1097
O -0.48879 -0.87649 0.65781 0.4 0.9 0.1 -0.0074
C -0.37155 -0.04449 1.73487 1.1 2.1 1.1 -0.5079
O 0.33046 0.95282 1.76592 -1.4 -2.2 -0.4 0.1270
O -1.14348 -0.48008 2.77595 1.2 0.9 -1.2 0.0988
H -2.14609 -2.12899 4.31487 -0.1 0.1 -0.3 0.1015
H -3.44565 -2.71671 3.26079 0.2 0.1 0.1 0.0920
H -1.85012 -3.44595 3.16885 0.1 0.2 0.1 0.0884
H -2.90495 -0.97030 1.87776 0.2 0.0 -0.1 0.1627
H -1.79514 -2.45037 0.31670 0.1 0.2 0.0 0.1349
H -0.44002 -2.76781 1.43201 -0.2 0.1 0.1 0.1489
C 3.80671 1.95349 3.25998 -0.1 0.3 -0.4 -0.0112
C 3.93924 0.58692 3.90869 0.1 0.9 -0.8 -0.3416
C 2.63503 -0.07705 4.23765 -0.6 -0.3 -0.4 -0.1225
O 2.99202 -0.93423 5.30876 0.6 0.1 0.5 0.0636
C 4.05854 -0.34869 5.92981 1.2 -0.7 2.6 -0.5023
O 4.51402 -0.70346 7.00455 -1.2 0.8 -2.6 0.1438
O 4.54628 0.69118 5.18802 -0.3 -0.8 0.7 0.0865
H 4.43319 2.70026 3.75862 0.0 -0.3 -0.1 0.0951
H 4.10807 1.90250 2.20839 0.0 0.1 0.2 0.0781
H 2.77397 2.31701 3.27343 0.1 -0.1 0.1 0.0795
H 4.57823 -0.06051 3.29494 -0.1 -0.1 0.1 0.1594
H 2.23361 -0.65303 3.39937 0.0 0.0 0.2 0.1308
H 1.86679 0.61685 4.59683 0.2 0.1 -0.2 0.1445

3.
31
Properties=species:S:1:pos:R:3:forces:R:3:lowdin_charge:R:1 method="wB97M-V/def2-TZVPD" homo_lumo_gap_ev=8.27 total_charge=0 smiles="CC(C)(C)P=O.C=C(C)C.C#C" de_lowest_kj_mol=163.9
C -0.83345 2.03505 -4.42874 0.7 -2.4 0.7 -0.0116
C -0.53163 0.86011 -4.46948 -0.9 2.7 -0.3 0.0036
C -2.28098 2.66711 2.05270 -2.4 -2.6 -0.4 -0.0621
C -3.35307 0.56091 1.34802 1.8 -2.4 -1.4 -0.1161
C -0.89094 0.84790 0.79233 -0.5 0.6 4.1 -0.1690
C 2.44197 -3.54589 -0.04487 -0.6 -0.7 0.7 -0.1015
C 4.45331 -2.41169 0.81222 -2.7 1.7 -1.9 0.0447
C 2.68684 -1.10441 -0.59659 2.1 0.5 4.2 -0.0460
C -2.24605 1.50207 0.97593 -0.1 2.2 -0.3 -0.7624
C 3.26075 -2.37819 0.13850 2.6 3.2 0.1 -0.4019
O -3.61336 3.09056 -0.76267 -0.9 0.8 -0.2 -0.4568
P -2.47392 2.17419 -0.78606 0.3 -0.6 0.9 0.9567
H -1.12688 2.91544 -3.95473 -0.2 1.2 -0.1 -0.0102
H -1.73345 2.33016 2.90590 0.4 -0.2 0.7 0.0655
H -1.87810 3.54142 1.69145 0.9 2.2 -0.7 0.0324
H -3.37777 2.80962 2.35975 1.7 0.1 -0.5 0.1074
H -3.09821 0.11476 2.30291 0.3 -0.6 0.2 0.0846
H -3.38249 -0.24231 0.53097 -0.6 0.7 1.3 0.1074
H -4.26280 1.02397 1.55657 -1.7 0.9 -0.5 0.0512
H -0.95189 0.01058 0.21579 0.0 -2.2 -2.0 0.0320
H -0.12904 1.50371 0.49530 1.0 1.0 -0.9 0.0517
H -0.54301 0.48496 1.78328 -0.1 0.0 -0.3 0.1015
H 2.83843 -4.30985 0.64650 -1.1 -0.1 -0.3 0.0943
H 1.39080 -3.21063 -0.01132 0.1 -0.8 0.7 0.0930
H 2.56304 -3.88280 -1.04430 0.2 -0.6 -1.1 0.0748
H 5.16945 -1.63227 0.97740 -0.2 0.8 -0.4 0.0482
H -0.50076 -0.14634 -4.68194 0.4 -1.5 -0.3 -0.0104
H 4.73920 -3.26893 1.28323 0.5 -2.5 1.1 0.0113
H 1.93345 -0.60417 0.06621 0.4 -0.6 -0.5 0.0760
H 3.50180 -0.35457 -0.68387 -0.6 -0.5 -0.5 0.0818
H 2.22875 -1.38045 -1.47038 -0.9 -0.5 -2.4 0.0297

4.
75
Properties=species:S:1:pos:R:3:forces:R:3:lowdin_charge:R:1 method="wB97M-V/def2-TZVPD" homo_lumo_gap_ev="6.53 / 5.17" s_squared=8.783 multiplicity=6 total_charge=+2 de_lowest_kj_mol=96.5
Ir -2.07204 1.19672 0.62667 -1.2 0.8 0.3 0.8872
N -4.37274 -1.41028 3.64577 -0.1 -0.1 -0.7 0.1638
C -3.70614 -0.83308 2.64977 2.1 1.8 2.3 -0.7926
S -2.41274 0.25062 3.02977 -0.3 -0.3 -0.8 0.6632
N -4.03484 -1.13788 1.41737 -2.0 -1.5 -2.6 0.0483
N -3.43534 -0.63408 0.37867 1.2 1.2 1.5 -0.0602
C -3.73704 -1.03548 -0.84043 -1.3 -1.2 -0.1 -0.1174
C -4.75744 -2.04778 -1.08083 0.2 0.2 0.1 -0.1633
C -4.85734 -3.17118 -0.25063 0.0 -0.2 0.1 -0.0160
C -5.86334 -4.09348 -0.44823 0.1 -0.1 0.0 -0.0360
C -6.78674 -3.90608 -1.46913 0.1 0.1 0.0 -0.0197
C -6.70154 -2.79108 -2.29403 -0.1 0.1 0.0 -0.0327
C -5.69544 -1.86578 -2.10783 0.0 0.0 0.0 -0.0208
C -3.00344 -0.42528 -1.93223 0.5 0.2 -0.8 -0.1966
C -3.02244 -0.93268 -3.23963 -0.1 -0.1 0.6 0.0394
C -2.25894 -0.31998 -4.21433 0.2 0.4 0.0 0.0079
C -1.51054 0.80452 -3.88413 -0.4 -0.4 -0.2 0.0118
C -1.51794 1.23432 -2.56803 0.0 0.1 0.2 -0.1054
N -2.21954 0.62342 -1.62233 0.0 -0.1 0.4 -0.0220
H -4.12154 -1.22968 4.60497 0.0 0.1 0.0 0.1240
H -5.13564 -2.03998 3.45307 -0.1 -0.1 -0.1 0.1347
H -4.11934 -3.33298 0.52167 0.0 -0.1 -0.1 0.1131
H -5.92464 -4.97278 0.17717 0.0 0.0 0.0 0.1207
H -7.57144 -4.62858 -1.62303 -0.1 -0.1 0.0 0.1231
H -7.43644 -2.63048 -3.06723 -0.1 0.0 -0.1 0.1221
H -5.66714 -0.96768 -2.70513 0.0 0.1 -0.1 0.1258
H -3.60044 -1.81388 -3.46693 0.0 0.0 0.0 0.1267
H -2.24694 -0.71628 -5.21823 0.0 0.0 -0.1 0.1316
H -0.92844 1.32532 -4.62583 0.1 0.1 0.0 0.1278
H -0.94334 2.09962 -2.26663 0.1 0.0 0.1 0.1160
Cl -4.57244 2.58362 0.27337 -0.3 -0.2 0.0 0.5424
C -2.98364 3.19032 0.70677 0.3 -0.3 -0.1 -0.7033
H -3.02774 3.65662 1.68617 0.2 -0.1 0.1 0.0121
H -2.64234 3.88222 -0.06063 0.1 -0.1 0.0 0.0093
C 2.58616 -2.13398 -0.20073 0.1 0.2 0.2 -0.0998
C 3.18406 -0.80648 -0.67683 -0.3 0.6 0.2 -0.6243
C 4.68786 -0.98628 -0.90243 0.0 0.2 0.2 -0.0714
C 2.52366 -0.47068 -2.02023 0.1 0.1 0.1 -0.1092
Si 2.92466 0.65552 0.63147 0.3 -0.2 0.3 0.8412
Br 0.36486 0.63832 0.65957 0.9 -0.2 0.0 0.3903
C 3.26096 0.19002 2.53387 -0.4 0.3 -0.9 -0.6271
C 2.67556 1.25512 3.46097 0.1 0.0 -0.1 -0.0987
C 2.63186 -1.15378 2.90037 0.1 0.0 -0.1 -0.1005
C 4.77276 0.11852 2.73587 0.0 0.0 -0.2 -0.0724
C 3.21856 2.51702 0.06417 -0.3 -0.4 0.0 -0.6240
C 4.72306 2.80252 -0.00523 0.0 -0.3 0.1 -0.0717
C 2.62176 2.76352 -1.32923 0.1 -0.2 0.1 -0.1050
C 2.57526 3.52922 1.01997 0.1 -0.2 0.1 -0.0991
H 2.59346 -2.84038 -1.02833 0.0 -0.1 -0.2 0.0933
H 1.55696 -2.01968 0.12827 -0.2 -0.1 0.1 0.0523
H 3.17066 -2.57718 0.59687 0.0 -0.1 0.1 0.0691
H 4.85366 -1.77338 -1.63583 0.0 -0.1 -0.1 0.1012
H 5.20056 -1.27508 0.01067 0.1 -0.1 0.1 0.0727
H 5.14836 -0.07788 -1.28073 0.1 0.1 -0.1 0.0745
H 2.62886 -1.33088 -2.67883 0.0 -0.1 -0.1 0.0928
H 3.00286 0.36772 -2.51103 0.0 0.1 -0.1 0.0628
H 1.46276 -0.26308 -1.90623 -0.2 0.1 -0.1 0.0402
H 1.61146 1.39972 3.29537 -0.2 0.1 0.0 0.0580
H 3.18836 2.20532 3.36687 0.0 0.1 0.0 0.0663
H 2.80776 0.92502 4.49037 0.0 -0.1 0.1 0.0960
H 1.58776 -1.21188 2.60747 -0.2 -0.1 0.0 0.0503
H 2.67606 -1.27598 3.98097 0.0 0.0 0.2 0.0954
H 3.17286 -1.98638 2.46667 0.0 -0.1 0.0 0.0674
H 5.25626 1.06542 2.51307 0.1 0.1 0.0 0.0739
H 5.22686 -0.65558 2.12357 0.1 -0.1 0.0 0.0721
H 4.98546 -0.12168 3.77697 0.0 0.0 0.1 0.1029
H 5.23046 2.12982 -0.69073 0.1 -0.1 -0.1 0.0738
H 5.19596 2.72042 0.96867 0.1 0.0 0.1 0.0749
H 4.88066 3.81832 -0.36113 0.0 0.2 -0.1 0.1010
H 3.20506 2.27792 -2.10393 0.0 -0.1 -0.1 0.0697
H 2.64236 3.83062 -1.53903 0.0 0.2 0.0 0.0939
H 1.59006 2.42872 -1.39493 -0.2 0.0 -0.1 0.0393
H 3.09236 3.57182 1.97117 0.0 0.0 0.1 0.0670
H 1.52426 3.31612 1.19487 -0.2 0.0 0.1 0.0520
H 2.64416 4.52242 0.58187 0.0 0.1 -0.1 0.0941